Entry 1:
DFT (ωB97M-V/def2-TZVPD) results for a cluster of 2 separate species, C17H22BN2O5 in total.

```
47
Properties=species:S:1:pos:R:3
C 2.909 -2.942 -0.653
C 2.272 -1.940 -0.450
C 1.850 -0.502 -0.223
C 0.844 -0.065 -1.302
C 1.155 -0.180 -2.687
C 2.503 -0.728 -3.209
O 3.478 -0.064 -3.357
O 2.533 -2.063 -3.542
C 0.235 0.219 -3.703
C -1.005 0.697 -3.295
N -1.915 1.092 -4.338
N -1.318 0.812 -1.978
B -2.699 1.338 -1.534
O -3.042 2.648 -1.712
C -3.654 0.281 -0.826
C -5.058 0.138 -1.516
C -0.440 0.471 -0.999
C -0.793 0.651 0.480
C -0.085 1.545 1.170
H 3.586 -3.780 -0.773
H 1.430 -0.469 0.791
H 2.709 0.192 -0.247
H 1.682 -2.277 -3.959
H 0.526 0.129 -4.758
H -2.799 0.593 -4.267
H -2.037 2.100 -4.286
H -2.530 3.034 -2.439
H -3.709 0.583 0.242
H -3.165 -0.719 -0.828
H -5.392 -0.907 -1.344
H -5.781 0.772 -0.974
H -5.054 0.293 -2.608
H -1.585 0.021 0.902
H 0.638 2.231 0.710
H -0.187 1.618 2.262
O 2.394 0.961 2.402
C 2.096 0.335 3.384
O 0.872 -0.213 3.577
C 0.805 -0.799 4.893
C 2.247 -1.056 5.286
C 2.979 0.079 4.583
H 0.311 -0.092 5.563
H 0.219 -1.715 4.855
H 2.401 -1.080 6.363
H 2.578 -2.013 4.877
H 3.017 0.983 5.194
H 3.980 -0.213 4.274
```

Values from the calculation:
* highest occupied orbital energy: -12.713 eV
* net charge: +1
* LUMO energy: -4.080 eV
* orbital gap: 8.63 eV

Atomic partial charges in e from the Mulliken method, atoms 1 to 6: 0.19, -1.06, 0.41, 0.43, 0.46, 0.06

=====

Entry 2:
DFT (ωB97M-V/def2-TZVPD) results for a cluster of 2 separate species, C4H12 in total.

```
16
Properties=species:S:1:pos:R:3
C -0.243 1.359 -1.498
C 0.427 0.088 -2.014
H -0.746 1.814 -2.377
H -1.078 0.973 -0.862
H 0.560 2.041 -1.232
H -0.147 -0.568 -2.666
H 0.740 -0.492 -1.110
H 1.356 0.357 -2.509
C 0.318 -1.267 1.705
C -0.527 -0.062 1.899
H 0.970 -1.552 2.551
H -0.212 -2.211 1.545
H 1.055 -1.163 0.893
H -0.928 0.251 0.853
H -0.101 0.800 2.399
H -1.446 -0.367 2.424
```

Values from the calculation:
* highest occupied orbital energy (spin up / spin down): -17.093 / -16.119 eV
* net charge: +1
* LUMO energy (spin up / spin down): -2.906 / -11.232 eV
* energy above the lowest of the compared OMol25 structures with the same formula, charge and spin: 0.5259 eV
* orbital gap (spin up / spin down): 14.19 / 4.89 eV
* spin multiplicity: 2

Atomic partial charges in e from the Mulliken method, atoms 1 to 6: -0.77, -0.38, 0.35, 0.44, 0.30, 0.34

=====

Entry 3:
DFT (ωB97M-V/def2-TZVPD) results for an isolated molecule of C2H5N3S2.

```
12
Properties=species:S:1:pos:R:3
N 0.319 -0.743 2.447
N -0.036 -0.869 1.133
C -0.018 0.196 0.422
N -0.380 0.127 -0.950
S -0.750 -1.433 -1.611
C -0.112 1.147 -1.817
S 0.667 2.580 -1.429
H -0.268 -1.373 2.953
H 0.165 0.205 2.825
H 0.259 1.189 0.766
H 0.492 -1.910 -1.874
H -0.338 0.884 -2.866
```

Values from the calculation:
* highest occupied orbital energy: -8.709 eV
* SMILES string: N/N=C/N(S)C=S
* LUMO energy: -0.046 eV
* energy above the lowest of the compared OMol25 structures with the same formula, charge and spin: 2.8649 eV
* orbital gap: 8.66 eV

Atomic partial charges in e from the Mulliken method, atoms 1 to 6: -0.58, -0.12, -0.02, -0.06, -0.13, 0.02

=====

Entry 4:
DFT (ωB97M-V/def2-TZVPD) results for a cluster of 2 separate species, C5H13N2 in total.

```
20
Properties=species:S:1:pos:R:3
C -0.552 1.281 0.870
C -0.331 2.055 -0.405
C 0.155 0.595 -0.457
C -0.645 -0.488 -0.980
N 0.140 -1.683 -1.331
C 1.684 0.546 -0.242
N -0.690 -1.524 1.928
H -1.527 0.815 0.944
H -0.107 1.701 1.794
H -1.148 2.267 -0.997
H 0.448 2.776 -0.492
H -1.366 -0.314 -1.795
H -0.517 -2.462 -1.495
H 0.655 -1.530 -2.185
H 1.987 1.089 0.707
H 1.830 -0.533 -0.181
H 2.255 0.927 -1.099
H -1.573 -1.957 2.218
H -0.704 -1.405 1.003
H 0.006 -2.155 2.195
```

Values from the calculation:
* highest occupied orbital energy: -13.799 eV
* net charge: +1
* LUMO energy: -6.899 eV
* energy above the lowest of the compared OMol25 structures with the same formula, charge and spin: 5.6862 eV
* orbital gap: 6.90 eV

Atomic partial charges in e from the Mulliken method, atoms 1 to 6: -0.63, -0.71, 1.30, -0.52, -0.48, -1.41

=====

Entry 5:
DFT (ωB97M-V/def2-TZVPD) results for a cluster of 2 separate species, C4H9NO3 in total.

```
17
Properties=species:S:1:pos:R:3
C 1.996 -1.705 0.743
C 0.971 -0.926 1.090
O 1.108 0.324 1.609
O -0.306 -1.409 1.538
H 1.841 -2.678 0.317
H 3.012 -1.357 0.825
H 1.993 0.646 1.388
H -0.357 -2.343 1.314
C -1.049 1.548 -1.963
C -0.836 0.547 -0.852
N -1.563 0.719 0.259
O 0.023 -0.332 -0.939
H -0.290 1.417 -2.734
H -1.000 2.571 -1.586
H -2.018 1.390 -2.420
H -2.145 1.526 0.384
H -1.379 0.062 1.028
```

Values from the calculation:
* highest occupied orbital energy: -8.151 eV
* SMILES string: C=C(O)O.CC(N)=O
* LUMO energy: 0.777 eV
* energy above the lowest of the compared OMol25 structures with the same formula, charge and spin: 1.7655 eV
* orbital gap: 8.93 eV

Atomic partial charges in e from the Mulliken method, atoms 1 to 6: -1.09, 0.81, -0.45, -0.48, 0.25, 0.20

=====

Entry 6:
DFT (ωB97M-V/def2-TZVPD) results for a structure of composition C19H30Al3BrClF4MgN2O12S3.

```
76
Properties=species:S:1:pos:R:3
C -4.249 2.400 3.740
C -3.624 1.391 3.500
S -2.741 0.089 2.602
C -1.455 -0.591 3.737
C -0.262 0.470 3.834
N 0.019 1.239 2.589
C -4.006 -1.229 2.135
Br -5.880 -0.660 2.556
C -3.856 -1.410 0.530
C -3.831 0.031 -0.161
H -4.895 3.286 3.966
H -1.925 -0.782 4.763
H -1.063 -1.583 3.347
H 0.679 -0.144 4.058
H -0.472 1.146 4.721
H 0.024 0.655 1.745
H -0.573 2.069 2.497
H -3.768 -2.207 2.652
H -4.670 -2.063 0.121
H -2.832 -1.853 0.356
H -4.322 0.023 -1.191
H -4.415 0.823 0.441
H -2.774 0.431 -0.266
C -2.001 -2.619 7.218
O -2.265 -3.250 8.229
O -2.551 -1.551 6.872
O -1.140 -2.945 6.375
Al 2.402 1.087 3.387
F -1.010 3.248 0.608
Al -0.863 2.913 -1.099
F -0.512 1.238 -1.334
F 0.442 3.906 -1.789
F -2.352 3.348 -1.925
C 6.171 0.850 0.114
C 6.615 0.573 -1.324
C 5.401 0.025 -2.082
S 3.957 0.713 -1.279
O 3.208 -0.361 -0.660
O 3.332 1.677 -2.157
C 4.843 1.588 -0.001
H 6.910 1.436 0.662
H 6.030 -0.097 0.645
H 6.948 1.506 -1.788
H 7.450 -0.127 -1.362
H 5.409 0.327 -3.128
H 5.343 -1.062 -2.009
H 4.260 1.576 0.917
H 4.992 2.614 -0.341
Cl -2.924 -2.359 -1.576
C 5.329 -5.794 -2.105
C 4.359 -4.702 -1.755
O 5.213 -3.605 -1.444
C 6.397 -3.823 -2.084
O 7.273 -3.019 -2.171
O 6.449 -5.072 -2.610
H 4.937 -6.477 -2.857
H 5.645 -6.370 -1.232
H 3.719 -4.424 -2.597
H 3.730 -4.960 -0.903
N -5.560 -1.429 -3.399
C -5.675 -0.503 -4.395
C -7.002 -0.456 -4.786
C -7.706 -1.382 -3.992
C -6.790 -1.970 -3.139
H -4.699 -1.677 -2.924
H -4.813 0.042 -4.745
H -7.411 0.178 -5.558
H -8.762 -1.601 -4.032
H -6.912 -2.724 -2.377
Mg -0.848 5.222 -2.969
O 2.958 6.357 0.384
S 2.465 7.602 -0.209
O 1.108 7.395 -0.720
O 3.365 7.996 -1.295
O 2.453 8.664 0.799
Al -6.427 0.747 -0.324
```

Values from the calculation:
* highest occupied orbital energy: -13.741 eV
* net charge: +3
* LUMO energy: -12.511 eV
* energy above the lowest of the compared OMol25 structures with the same formula, charge and spin: 1.8410 eV
* orbital gap: 1.23 eV

Atomic partial charges in e from the Mulliken method, atoms 1 to 6: 0.71, -1.21, 0.56, -0.46, -0.44, -0.38

=====

Listing F_max for the structures above in their given order: 1.82 3.13 1.88 6.39 3.24 3.44 eV/A.